# 1
The following is a quantum chemistry calculation of an isolated molecule of C4H8O, from OMol25.

- Structure (SMILES): CCCC=O
- Energy above the lowest of the compared OMol25 structures with the same formula, charge and spin: 27.3 kcal/mol
- Max |F|: 3.23 eV/A

Last column: Mulliken charge in e.
CARTESIAN COORDINATES (ANGSTROEM)
C  -1.766034  -0.039531  0.178750  -1.2666
C  -0.386648  0.258994  -0.392471  -0.1937
C  0.807837  0.282315  0.574598  -0.5402
C  1.874272  -0.323392  -0.326276  0.0423
O  1.635232  -1.248319  -1.075340  -0.4988
H  -2.189987  0.690787  0.882011  0.3258
H  -1.722190  -1.007950  0.684670  0.3388
H  -2.471166  -0.136440  -0.654328  0.3178
H  -0.010772  -0.691711  -0.998950  0.2667
H  -0.399243  1.245419  -0.909766  0.2659
H  1.150557  1.234842  1.009027  0.3108
H  0.614189  -0.397046  1.416737  0.2718
H  2.863947  0.132037  -0.388660  0.3594

Atomic forces in eV per Å
C -0.07 -0.18 0.04
C 0.06 -0.68 -0.30
C 0.22 -0.31 -0.10
C 0.44 -0.46 -0.14
O 0.93 0.16 0.51
H 0.33 -0.02 -0.17
H -0.17 0.04 0.06
H 0.03 -0.01 0.17
H -2.05 2.47 0.42
H 0.06 -0.95 -0.29
H -0.30 -0.20 -0.35
H 0.15 -0.03 -0.16
H 0.37 0.17 0.31


# 2
The following is a quantum chemistry calculation of a cluster of 4 separate species, C16H33ClF5O11S5 in total, from OMol25.

- E: -4406.992571 Eh
- Charge: +1
- Max |F|: 8.68 eV/A

Last column: Mulliken charge in e.
CARTESIAN COORDINATES (ANGSTROEM)
C  0.945380  3.877373  -7.162524  -0.5077
C  1.010901  2.482498  -7.515224  -0.1848
S  1.780455  1.400221  -6.227646  0.1501
C  3.649372  1.682816  -6.265952  -0.7995
C  3.980238  2.559719  -4.959178  0.3221
C  5.292739  2.111271  -4.168506  -1.0893
Cl  3.995509  4.322846  -5.505234  -0.1735
S  1.400398  -0.664027  -6.646361  1.1788
O  0.448450  -0.783104  -7.791663  -0.5517
O  2.672038  -1.375582  -7.058662  -0.5673
C  0.737948  -1.367648  -5.036176  0.3640
F  -0.268377  -0.462974  -4.587224  -0.1978
F  1.788047  -1.260880  -4.103291  -0.2374
C  0.115005  -2.833206  -5.162637  0.6016
F  -0.993021  -2.894041  -6.024035  -0.1814
F  -0.405187  -3.155857  -3.873996  -0.1920
F  1.079889  -3.799539  -5.435024  -0.1851
H  1.420940  4.702798  -7.775342  0.3132
H  0.417895  4.090845  -6.164478  0.2927
H  0.627120  2.101115  -8.528602  0.3937
H  4.218823  0.702589  -6.346005  0.4839
H  3.826982  2.343138  -7.177796  0.4994
H  3.087667  2.437997  -4.241490  0.2820
H  5.343929  0.967962  -4.216070  0.3229
H  6.245583  2.595409  -4.579051  0.3148
H  5.169249  2.387515  -3.070610  0.3275
O  0.686453  0.378177  -0.174223  -0.6436
S  -0.546347  -0.127559  -0.722836  1.2089
O  -1.416973  0.694381  -1.519784  -0.6177
O  -1.406193  -0.804644  0.461852  -0.2696
C  -1.686289  -0.028322  1.634042  -0.0874
C  -2.806376  0.964087  1.392708  -1.1469
C  -0.201409  -1.613466  -1.621079  -0.3082
H  -0.782532  0.474142  1.990903  0.1616
H  -1.992369  -0.731069  2.412021  0.2646
H  -2.498369  1.740888  0.688736  0.4206
H  -3.097306  1.449480  2.324995  0.3882
H  -3.678808  0.466315  0.963274  0.2315
H  0.414452  -2.265975  -1.003541  0.4315
H  0.333482  -1.338697  -2.522991  -0.4204
H  -1.142975  -2.095404  -1.877953  0.3955
O  1.663497  1.434995  3.729648  -0.6495
S  2.131714  0.076224  3.811456  1.1862
O  1.348670  -0.961084  4.427430  -0.6252
O  3.610389  0.070275  4.464528  -0.2489
C  3.801808  0.718819  5.723108  -0.3225
C  3.293097  -0.130586  6.872775  -0.9869
C  2.603919  -0.461251  2.192852  -0.5669
H  3.333922  1.707310  5.724190  0.3242
H  4.877227  0.871223  5.838804  0.2745
H  2.205331  -0.222979  6.841399  0.2882
H  3.566665  0.315203  7.831365  0.3920
H  3.705061  -1.140878  6.819158  0.2596
H  3.242353  0.296177  1.741032  0.3084
H  1.696024  -0.585778  1.604357  -0.0194
H  3.127513  -1.413152  2.276419  0.3858
O  -4.473579  -0.008539  3.831274  -0.5460
S  -5.396855  -1.101082  3.999670  1.1751
O  -6.817557  -0.918762  3.882957  -0.6233
O  -5.078724  -1.845051  5.397949  -0.2854
C  -5.041626  -1.062788  6.593170  -0.3037
C  -6.437165  -0.732996  7.088858  -0.9895
C  -4.910059  -2.427088  2.931984  -0.9843
H  -4.450045  -0.155228  6.443486  0.2930
H  -4.526258  -1.662676  7.346495  0.2829
H  -6.947351  -0.053585  6.402643  0.2887
H  -6.394294  -0.253645  8.069075  0.3913
H  -7.045873  -1.637161  7.160712  0.2660
H  -3.843024  -2.606806  3.055819  0.2969
H  -5.124126  -2.125892  1.906334  0.3707
H  -5.487062  -3.314808  3.187707  0.3800

Atomic forces in eV per Å
C -0.21 -3.12 1.14
C -0.17 2.58 -0.95
S -0.96 1.68 0.24
C 0.89 0.91 -0.40
C -0.62 -0.81 0.63
C -0.28 -0.02 -0.14
Cl 0.04 -1.19 0.56
S 1.91 -4.49 -7.18
O 0.98 1.34 3.92
O -2.87 2.55 2.95
C -0.63 2.08 2.37
F 2.09 -2.14 -1.32
F -2.03 -0.68 -2.24
C -1.68 -2.76 1.46
F 3.41 0.41 1.79
F 1.38 0.86 -3.13
F -2.29 2.67 0.09
H -1.72 -1.05 0.10
H 2.02 0.04 -0.99
H 1.87 0.14 1.37
H -1.05 1.02 0.16
H -0.30 -1.18 0.99
H 1.43 0.43 -1.02
H 0.11 1.60 0.01
H -1.46 -0.83 0.49
H 0.20 -0.20 -1.53
O -0.48 0.21 -0.41
S -0.78 -0.76 0.67
O 0.69 -0.02 0.19
O 0.81 -0.12 -1.15
C -0.48 0.81 0.94
C 0.08 0.30 -0.31
C -0.11 0.00 0.35
H 0.03 -0.09 -0.16
H 0.16 -0.17 -0.27
H 0.02 -0.06 0.04
H 0.03 -0.18 -0.04
H 0.03 0.00 0.15
H -0.07 0.06 0.00
H -0.10 0.15 0.44
H 0.05 0.12 0.11
O -0.07 -0.59 0.32
S 0.75 -0.16 -0.15
O 0.03 0.63 -0.17
O -0.58 -0.09 -0.80
C 0.06 0.28 1.02
C -0.31 -0.13 0.01
C 0.15 -0.12 0.10
H -0.05 -0.10 -0.17
H -0.07 -0.09 -0.35
H 0.08 0.03 0.02
H 0.06 0.01 -0.10
H 0.06 0.12 0.02
H -0.09 -0.02 0.07
H 0.03 0.12 0.15
H -0.02 0.08 0.10
O -0.57 -0.20 0.17
S 0.04 -0.67 0.42
O 0.68 0.28 -0.02
O 0.07 0.02 -1.07
C -0.20 0.56 0.91
C -0.24 0.13 -0.21
C 0.07 -0.07 0.08
H -0.02 -0.10 -0.18
H 0.05 -0.16 -0.34
H 0.05 -0.03 0.07
H 0.08 -0.07 -0.04
H 0.11 0.04 0.06
H -0.08 0.02 0.05
H -0.05 0.10 0.12
H 0.02 0.10 0.01


What is the max |F| in the first record? 3.23 eV/A